Entry A
{"formula": "C4H2O3", "method": "ωB97M-V/def2-TZVPD", "total_charge": 0, "homo_ev": -9.73, "orbital_gap_ev": 9.22, "species": ["C", "C", "C", "C", "O", "O", "O", "H", "H"], "xyz": [[1.42, 0.86, 0.93], [0.44, -0.14, 0.23], [-0.76, -1.17, 0.02], [-1.05, 0.27, -0.06], [-0.80, -2.38, 0.04], [2.05, 0.93, -0.20], [1.32, 0.00, -0.91], [-1.44, 0.74, 0.82], [-1.17, 0.89, -0.88]]}


Entry B
{"formula": "C4H2O3", "method": "ωB97M-V/def2-TZVPD", "total_charge": 0, "homo_ev": -9.62, "orbital_gap_ev": 9.23, "species": ["C", "C", "C", "C", "O", "O", "O", "H", "H"], "xyz": [[1.34, -0.68, -0.93], [0.07, -0.13, -0.54], [0.19, 0.00, 1.01], [-0.41, 1.03, 0.28], [0.44, -0.52, 2.02], [0.74, -1.76, -1.40], [-0.64, -1.21, -1.14], [-0.18, 2.18, 0.27], [-1.55, 1.10, 0.43]]}


Which structure above is the least stable? It is entry A.